The following is a quantum chemistry calculation of an isolated molecule of C3H8N4 in a non-equilibrium geometry, from OMol25.

Summary:
Relative energy (zero: lowest compared OMol25 entry of this formula, charge and spin) = 351.02 kJ/mol
F_max = 4.50 eV Å⁻¹
HOMO-LUMO gap = 8.76 eV
HOMO level = -7.91 eV
DFT total energy = -338.020098 hartree
LUMO level = 0.851 eV
SMILES = C[C@@H]1NN=NN1C

```
15
C3H8N4, DFT the ωB97M-V functional and the def2-TZVPD basis
N -1.40 -1.21 0.02
C 0.38 1.80 -0.07
N -0.51 0.75 0.25
C -0.17 -0.70 0.59
H -0.31 2.55 -0.49
H -0.24 -0.66 1.69
H 1.18 -2.24 -0.25
C 1.07 -1.13 -0.07
H 1.06 1.50 -0.87
H 1.96 -0.75 0.45
N -2.29 -0.24 -0.31
H 1.16 -0.62 -1.06
H -1.18 -2.07 -0.49
H 1.10 2.13 0.78
N -1.80 0.89 -0.17
```